[1]
18
Properties=species:S:1:pos:R:3:forces:R:3:lowdin_charge:R:1 method="wB97M-V/def2-TZVPD" smiles="C/C(N)=N/[C@@H](C)C=O" total_charge=0 homo_lumo_gap_ev=9.456 relative_energy_kcal_mol=85.8
C 2.508539 -0.661215 0.245535 1.61 2.40 0.82 -0.0396
C 1.221972 -0.025342 -0.134381 0.34 5.04 -0.59 -0.3648
N 1.133247 1.482654 -0.451075 1.80 -2.67 -0.08 0.0942
N 0.180130 -0.693248 0.003432 1.13 -1.74 0.13 0.0571
C -1.031138 -0.196063 -0.345897 -5.11 1.14 -1.35 -0.4335
C -2.063567 -1.348399 -0.174891 -0.68 -1.11 1.00 -0.0896
C -1.460391 1.036868 0.492450 0.87 -1.18 -0.85 -0.1455
O -1.004305 2.059750 0.084494 -2.73 3.19 0.96 0.0173
H 2.729879 -0.091513 1.185701 0.85 0.22 -0.95 0.0945
H 2.420204 -1.583623 0.736979 -0.77 -1.79 -0.34 0.0511
H 3.355771 -0.665063 -0.493646 -0.96 0.31 0.80 0.0981
H 0.249342 2.116363 -0.363998 2.26 -2.30 -0.67 0.0103
H 1.980296 2.027499 -0.489414 0.48 -0.66 0.02 0.0522
H -1.146145 0.365329 -1.431482 0.73 -1.87 2.05 0.1989
H -1.610864 -2.321560 -0.651339 -1.13 1.87 1.06 0.1035
H -3.056206 -1.092870 -0.592385 0.56 -0.22 -0.36 0.0561
H -2.387761 -1.530717 0.972177 1.40 0.23 -2.38 0.1108
H -2.019001 1.121147 1.407738 -0.65 -0.87 0.73 0.1289


[2]
20
Properties=species:S:1:pos:R:3:forces:R:3:lowdin_charge:R:1 method="wB97M-V/def2-TZVPD" smiles=N[C@@H](C[O-])CCCO total_charge=-1 homo_lumo_gap_ev=5.990 relative_energy_kcal_mol=77.7
N 1.372579 -1.585909 -1.338895 0.95 -0.31 1.02 0.0001
C 0.550601 -0.438505 -0.981114 0.47 0.93 -1.70 -0.4337
C -0.508448 -0.169637 -2.144031 -0.75 0.34 1.16 -0.5034
O -1.352003 0.859952 -1.956742 0.43 0.05 -0.27 -0.3581
C 0.060138 -0.570969 0.458682 -0.20 -0.24 -1.48 -0.1771
C -0.774997 0.639491 0.840008 -0.89 0.89 1.03 -0.2107
C -0.226436 1.470842 1.979306 2.75 0.01 -0.21 -0.2825
O -0.097762 0.945811 3.308587 -0.81 -0.41 0.48 -0.1083
H 0.967947 -2.472915 -1.088595 -0.26 -0.07 -0.16 0.0416
H 1.753925 -1.615995 -2.270878 -0.40 0.23 -0.14 0.0447
H 1.186162 0.462325 -1.056545 0.07 -0.15 0.25 0.1297
H 0.157353 -0.100343 -3.046448 0.10 0.02 -0.09 0.0713
H -1.070347 -1.123648 -2.285886 0.12 -0.52 0.03 0.0731
H -0.519887 -1.504842 0.336183 0.04 0.14 1.12 0.1135
H 0.944491 -0.645349 1.105996 -0.23 -0.53 0.02 0.1048
H -0.756814 1.357528 0.010912 -0.46 -0.41 -0.22 0.0932
H -1.822492 0.403592 1.059387 0.04 -0.11 -0.34 0.1140
H 0.844222 1.624498 1.686297 -0.48 0.32 -0.09 0.1121
H -0.629291 2.482394 2.085550 -0.47 -0.36 -0.09 0.1091
H -0.078941 -0.018320 3.298226 -0.02 0.18 -0.32 0.0665


[3]
18
Properties=species:S:1:pos:R:3:forces:R:3:lowdin_charge:R:1 method="wB97M-V/def2-TZVPD" smiles="C=NC(=C)CC.O" total_charge=0 homo_lumo_gap_ev=8.787 relative_energy_kcal_mol=95.5
C -0.017201 -0.528291 -2.513182 0.22 1.12 -0.06 -0.0402
N -0.064500 -1.169257 -1.432851 -2.68 0.45 -0.75 0.0292
C -0.325819 -0.701337 -0.102554 2.62 -1.59 -0.79 -0.3867
C -1.574988 -0.812647 0.377396 1.05 1.65 0.55 0.0551
C 0.967487 -0.459427 0.621846 0.49 0.66 2.14 -0.2093
C 0.859315 -0.490363 2.150977 -1.18 -0.97 0.44 -0.1177
H -0.611694 -0.799089 -3.396094 1.04 -1.10 -0.24 0.0737
H 0.520741 0.426127 -2.663948 -0.59 0.40 0.52 0.0736
H -1.625582 -0.887732 1.455868 -0.47 0.63 0.00 0.0486
H -2.382232 -0.399046 -0.209628 -0.55 -1.22 -0.22 0.0662
H 1.822551 -1.060163 0.311271 -0.35 -0.33 -0.34 0.1113
H 1.307306 0.575337 0.484707 -0.38 0.03 -0.90 0.1115
H -0.069996 -0.012280 2.475625 0.20 0.34 -0.10 0.0619
H 0.714130 -1.518047 2.501236 0.32 -0.03 0.03 0.0768
H 1.662645 -0.036559 2.723298 0.28 0.02 -0.34 0.0695
O -0.279479 2.726287 -0.645549 0.65 0.67 1.25 -0.0548
H -0.284876 3.309918 -1.405670 -0.39 -0.77 -0.37 0.0356
H -0.617812 1.836564 -0.732756 -0.29 0.06 -0.82 -0.0044


[4]
55
Properties=species:S:1:pos:R:3:forces:R:3:lowdin_charge:R:1 method="wB97M-V/def2-TZVPD" total_charge=+2 homo_lumo_gap_ev=3.593 relative_energy_kcal_mol=191.6
Be 0.132965 0.367799 -0.183176 -1.08 -1.32 -0.03 1.2990
C 1.476965 -2.410951 -2.241626 3.50 0.02 0.53 -0.0960
O 0.463055 -2.383061 -1.265676 0.88 2.11 0.07 -0.2097
C -0.558775 -3.247201 -1.517036 -2.10 -0.57 -0.61 -0.2367
C -1.567165 -3.306671 -0.344256 0.78 0.22 -1.51 -0.1237
N -2.183865 -1.969771 -0.063156 0.44 -1.56 0.83 0.0228
C -3.019275 -2.015331 1.141294 0.41 1.33 1.13 -0.1540
C -2.201745 -1.952361 2.466824 0.74 -0.87 -2.26 -0.1976
O -1.299665 -0.855171 2.410594 -1.09 -0.12 1.83 -0.2174
C -1.158495 -0.372451 3.784624 0.58 0.46 -0.43 -0.0470
H 2.231145 -1.683241 -1.942046 -0.02 0.17 0.62 0.0860
H 1.518685 -2.181071 -3.306296 -2.20 -0.01 -0.32 0.1104
H 2.028015 -3.347451 -2.155536 -0.26 -0.39 0.03 0.1066
H -0.179045 -4.237371 -1.768986 0.16 -0.35 0.51 0.1465
H -1.050385 -2.953931 -2.444626 -0.44 0.21 -0.15 0.1349
H -1.056525 -3.834021 0.461504 -0.20 0.85 0.64 0.1334
H -2.328485 -4.015331 -0.670286 -0.39 0.10 -0.04 0.1412
H -2.835095 -1.732921 -0.797936 0.37 0.24 -0.63 0.1296
H -3.615445 -2.927041 1.179804 -0.11 -0.08 -0.13 0.1423
H -3.652165 -1.128131 1.120384 -0.23 -0.15 -0.11 0.1324
H -1.584645 -2.849431 2.416254 0.17 -0.26 0.41 0.1206
H -2.839515 -2.043231 3.346074 -0.06 0.58 -0.10 0.1405
H -2.075675 -0.035251 4.267514 -0.37 0.37 -0.70 0.0995
H -0.440225 0.441449 3.685974 -0.03 -0.15 0.54 0.0956
H -0.850545 -1.170091 4.460664 0.67 -0.14 -0.34 0.1011
C -0.387505 1.554879 -4.687456 2.16 -0.54 0.30 -0.2263
C 0.409775 2.803459 -4.172936 -2.55 -1.13 -1.47 -0.2399
O 1.298685 2.449269 -3.175446 1.03 -0.68 0.84 -0.0672
O -1.023035 0.905669 -3.619176 -1.57 -0.09 1.60 -0.1075
H 0.310115 0.754929 -4.935406 0.78 0.57 -1.05 0.1138
H -1.046335 1.706029 -5.542566 -0.01 0.60 0.19 0.1322
H -0.345465 3.453999 -3.731906 0.04 0.55 -0.38 0.1219
H 0.869205 3.180249 -5.086746 0.19 0.51 0.28 0.1322
H 2.076675 3.007329 -3.245306 0.11 -0.01 0.08 0.1000
H -1.789105 0.451449 -3.977536 -0.14 -0.03 0.18 0.0875
C -2.450985 4.109069 1.364794 0.74 0.30 0.33 -0.2305
C -1.117115 4.804679 1.709544 -0.88 -0.41 0.28 -0.2004
O -0.147685 3.751019 1.800174 0.25 -0.14 -0.12 -0.0900
O -2.315915 3.434359 0.130894 -0.15 -0.50 -0.37 -0.0850
H -3.384155 4.671639 1.336614 0.49 0.85 0.16 0.1308
H -2.602175 3.412399 2.189344 0.08 -0.40 0.08 0.1117
H -1.237695 5.241979 2.700664 0.01 0.25 0.05 0.1233
H -0.677945 5.539919 1.035274 -0.86 0.18 -0.30 0.1275
H 0.671505 4.230129 1.655284 0.43 -0.42 0.15 0.0843
H -3.209335 3.410289 -0.219576 0.09 -0.20 -0.43 0.0866
C 4.238995 -1.917061 1.613544 -0.66 0.20 0.27 -0.2325
C 4.736355 -0.507591 1.637304 0.67 1.29 0.87 -0.2330
O 3.892795 0.487339 1.013934 -0.58 -0.85 -0.18 -0.0890
O 2.926525 -2.009091 2.183854 -0.42 0.43 -0.55 -0.0805
H 4.834695 -2.495171 2.319974 0.82 -0.06 -0.72 0.1345
H 4.268555 -2.246531 0.574954 -0.08 -0.61 0.05 0.1170
H 5.729245 -0.441611 1.192424 0.03 -0.39 -0.24 0.1293
H 4.896585 -0.223751 2.677424 -0.24 0.15 0.20 0.1236
H 4.430305 1.251109 0.791804 0.14 -0.05 0.06 0.0824
H 2.790315 -2.928171 2.425394 -0.06 -0.03 0.05 0.0829


[5]
10
Properties=species:S:1:pos:R:3:forces:R:3:lowdin_charge:R:1 method="wB97M-V/def2-TZVPD" total_charge=0 homo_lumo_gap_ev=9.930 relative_energy_kcal_mol=129.1
C 1.992470 -0.283848 0.362725 0.85 0.10 -1.01 0.1156
C 1.418844 0.292450 -0.589223 0.15 -0.32 0.72 -0.0299
C 0.091630 -0.082529 0.099960 -0.38 -0.10 0.62 -0.4699
C -1.169068 0.662340 -0.008623 -0.19 0.31 0.07 -0.1363
N -1.015817 -0.668554 -0.626928 -0.15 -0.13 -0.16 0.0280
H 2.374475 -1.023172 1.040023 0.31 0.25 -0.03 0.0792
H 0.216537 -0.517235 1.098873 -0.76 -0.23 -0.09 0.1145
H -1.229974 1.549626 -0.627436 0.08 -0.14 -0.07 0.1063
H -1.789251 0.657544 0.884589 -0.07 0.13 -0.25 0.0996
H -0.889845 -0.586622 -1.633963 0.15 0.13 0.20 0.0931


[6]
16
Properties=species:S:1:pos:R:3:forces:R:3:lowdin_charge:R:1 method="wB97M-V/def2-TZVPD" smiles=CSc1ccc(F)cc1 total_charge=0 homo_lumo_gap_ev=9.300 relative_energy_kcal_mol=0.0
C -2.348547 -1.524134 0.662076 -1.79 0.07 -4.23 -0.3523
S -1.251040 -1.832807 -0.769678 0.04 0.55 0.04 0.8548
C -0.125058 -0.508435 -0.519831 4.22 -0.71 1.34 -0.5231
C -0.468844 0.832826 -0.543714 6.30 -2.08 0.74 -0.0963
C 0.446678 1.859323 -0.411310 0.65 -2.27 0.52 0.0237
C 1.739221 1.525384 -0.052679 -1.13 3.24 -0.22 -0.3200
F 2.586537 2.542214 0.184915 0.44 0.29 -0.06 0.0614
C 2.162258 0.286839 0.124666 1.73 -4.45 -0.28 -0.0302
C 1.309042 -0.808725 -0.164194 -3.86 5.47 -0.59 -0.0138
H -2.949294 -0.604053 0.515614 0.71 -0.44 0.57 0.0572
H -1.783467 -1.684939 1.482038 1.34 0.00 2.98 -0.0067
H -2.993140 -2.361827 0.440579 -0.68 -0.27 0.74 0.0126
H -1.340775 1.114419 -0.761861 -7.15 1.82 -1.77 0.0359
H 0.118837 2.815155 -0.630076 -0.24 1.95 -0.02 0.1019
H 3.245924 0.064627 0.371501 -1.51 0.48 -0.11 0.1469
H 1.651668 -1.715867 0.071955 0.94 -3.66 0.34 0.0480


[7]
29
Properties=species:S:1:pos:R:3:forces:R:3:lowdin_charge:R:1 method="wB97M-V/def2-TZVPD" smiles="CC(C)(C)[P@](=O)([O-])[N+](C)(C)C" total_charge=0 homo_lumo_gap_ev=10.064 relative_energy_kcal_mol=24.7
C -0.616665 1.382666 -1.851853 1.43 -0.68 0.18 -0.0670
C 0.135231 1.663247 -0.544347 -1.64 -2.12 1.01 -0.6003
C 1.636163 1.546375 -0.636807 -1.61 -1.25 -3.53 -0.0802
C -0.265112 2.941219 0.075120 2.76 2.79 0.25 -0.1426
P -0.522639 0.573160 1.033815 -1.36 -0.57 -1.89 0.5891
O -2.007211 0.548523 1.080570 0.61 0.16 -0.26 -0.3225
O 0.374108 0.670470 2.178457 0.97 0.28 0.67 -0.3052
N -0.298876 -1.587133 0.763332 0.81 1.52 -0.52 -0.4075
C -0.966476 -1.998035 -0.449113 1.19 -0.65 -0.19 -0.0714
C -0.852614 -2.147836 1.982753 -0.46 2.32 0.90 -0.0784
C 1.156902 -1.844646 0.641822 -0.79 1.61 1.54 -0.0504
H -0.279947 2.106505 -2.613204 0.09 -0.37 0.13 0.0931
H -0.342274 0.347212 -2.124534 -0.23 0.60 -0.50 0.0599
H -1.680845 1.451812 -1.812113 -0.75 0.05 0.45 0.0720
H 1.954555 1.389533 0.303098 1.82 -0.19 3.21 0.0244
H 1.889438 0.672479 -1.262204 -0.02 0.03 0.37 0.0897
H 2.092008 2.354261 -1.165500 0.26 1.00 0.01 0.0849
H 0.576036 3.164666 0.880803 -2.51 -0.14 -0.91 0.1380
H -0.073711 3.728568 -0.683225 0.13 -0.13 0.11 0.0930
H -1.314700 3.086856 0.267363 -0.21 -0.32 0.93 0.0801
H -1.997076 -1.741951 -0.363919 -0.75 0.30 -0.38 0.0863
H -0.407071 -1.546051 -1.300668 -0.96 -0.34 0.44 0.0881
H -0.822174 -3.079063 -0.454305 -0.40 -0.30 -0.67 0.0992
H -0.712185 -3.179986 2.108511 0.08 -1.74 -0.44 0.0713
H -0.176864 -1.683782 2.713274 -0.83 -0.02 0.57 0.0929
H -1.939348 -1.855280 2.124297 1.47 -0.19 -0.17 0.1225
H 1.398478 -2.815688 0.952848 0.31 -1.49 1.04 0.0746
H 1.369076 -1.883948 -0.378187 0.75 0.70 -1.67 0.0614
H 1.685922 -1.055980 1.235051 -0.18 -0.87 -0.68 0.1049


[8]
57
Properties=species:S:1:pos:R:3:forces:R:3:mulliken_spin:R:1 method="wB97M-V/def2-TZVPD" spin_multiplicity=2 total_charge=+1 homo_lumo_gap_ev="7.072 / 7.045" relative_energy_kcal_mol=48.7 s_squared=0.764
V -0.303703 -0.092852 0.271110 -1.22 -1.87 0.06 1.0480
C -2.191384 3.161930 2.197510 0.08 -0.08 -0.25 -0.0005
C -1.809549 1.860811 1.596558 1.12 1.06 -0.57 0.0729
N -0.833023 1.704006 0.740261 -0.81 1.49 0.30 -0.0419
O -0.146678 2.780222 0.280815 0.02 0.59 0.25 -0.0067
C -2.453069 0.584135 1.876155 -0.69 -1.01 0.06 0.0161
C -3.632282 0.312652 2.749837 0.26 -0.06 -0.12 -0.0026
N -1.821240 -0.252291 1.139964 -4.06 1.75 2.78 -0.0573
O -1.593017 -1.444409 0.868572 -0.13 -2.65 -0.04 -0.0438
H -1.807578 3.974680 1.581482 -0.08 -0.01 0.08 0.0001
H -1.748347 3.245859 3.190772 0.02 -0.03 0.08 0.0048
H -3.272083 3.227890 2.303408 -0.05 0.05 0.02 0.0015
H 0.110872 2.571577 -0.670244 -0.25 -0.20 0.10 -0.0009
H -3.567215 0.862090 3.683884 0.09 0.09 0.11 0.0006
H -3.682505 -0.750992 2.969842 -0.01 -0.03 0.02 -0.0002
H -4.554581 0.603483 2.247447 -0.05 0.05 -0.04 0.0016
O 1.131588 0.226680 -0.374460 3.67 0.10 -2.26 -0.0304
C 2.344658 0.681853 -0.548298 3.30 1.28 -0.44 0.0048
C 3.339733 0.368092 0.387090 -0.64 0.07 -0.08 -0.0072
C 4.622394 0.852843 0.221603 0.09 0.00 -0.15 0.0020
C 4.945920 1.630068 -0.885089 -0.01 -0.01 0.05 -0.0042
C 3.980776 1.926813 -1.830600 -0.11 -0.10 0.17 0.0022
C 2.678023 1.463109 -1.675329 -0.24 -0.45 0.59 -0.0030
C 1.635185 1.742856 -2.646468 -0.06 0.12 -0.04 0.0005
N 0.373010 2.012982 -2.357002 0.63 0.24 0.15 0.0010
C -0.246806 2.194129 -3.558185 -0.01 -0.01 -0.45 0.0005
C 0.639933 2.016367 -4.579526 -0.48 0.19 -0.04 -0.0002
N 1.835050 1.742617 -3.986199 0.10 -0.10 0.31 -0.0003
H 3.060382 -0.226051 1.249106 0.08 -0.02 -0.03 -0.0008
H 5.380194 0.614215 0.955182 -0.01 0.02 0.02 -0.0001
H 5.945468 2.019086 -0.999212 0.09 0.00 -0.02 -0.0001
H 4.217379 2.553610 -2.679176 0.06 0.03 -0.04 -0.0001
H -1.285949 2.441334 -3.617447 -0.23 0.09 -0.12 -0.0001
H 0.518905 2.072336 -5.641281 -0.02 0.00 -0.19 0.0000
H 2.701039 1.518194 -4.449766 -0.05 0.00 0.03 0.0000
O 0.512986 -0.207432 2.025564 1.06 -0.72 0.73 0.0155
N -0.070403 0.228859 3.081031 -1.05 0.77 1.13 -0.0025
C 0.356356 0.044037 4.290449 0.30 -0.36 -1.17 0.0209
C -0.470220 0.563066 5.318144 -0.36 0.23 0.05 -0.0022
N -1.182344 0.968909 6.116999 -0.28 0.21 0.35 0.0072
C 1.522777 -0.666747 4.682026 0.40 -0.16 -0.34 -0.0011
N 2.481758 -1.225237 4.964674 0.30 -0.20 0.10 0.0070
N -5.555195 0.083869 -4.429025 -0.15 0.06 0.37 0.0001
C -4.339925 -0.473463 -4.511816 -0.16 -0.37 -1.37 -0.0001
S -3.788323 -1.156199 -5.905501 -0.10 0.02 0.09 0.0000
C -3.414773 -0.354074 -3.383252 0.60 0.29 0.80 -0.0014
C -3.425516 0.776579 -2.563531 0.11 -0.40 -0.02 0.0021
C -2.454610 0.902666 -1.591932 -0.29 0.41 -0.07 0.0008
N -1.503596 -0.006984 -1.385625 -0.61 0.04 -0.46 -0.0044
C -1.480785 -1.084205 -2.164880 -0.15 -0.43 -0.46 0.0069
C -2.407401 -1.298452 -3.167360 -0.05 0.08 0.12 -0.0107
H -6.163307 0.003105 -5.230827 0.08 0.01 0.07 0.0000
H -5.966005 0.376226 -3.556757 0.06 -0.05 -0.01 0.0001
H -4.160958 1.556366 -2.692901 0.02 0.09 0.00 0.0002
H -2.434194 1.789797 -0.973153 0.02 -0.09 0.01 0.0024
H -0.686389 -1.800944 -1.969902 -0.16 -0.01 -0.08 0.0034
H -2.354902 -2.187782 -3.774767 0.01 0.00 -0.09 -0.0004